A 12-piece molecular cluster, C22H68N10O12 overall. Source: the Open Molecules 2025 dataset; level of theory: ωB97M-V with the def2-TZVPD basis set.

Output
Frontier orbital gap   8.0 eV
2S+1   1
Relative energy (zero: lowest compared OMol25 entry of this formula, charge and spin)   35.0 kcal per mole
Molecular weight   664.8 g mol⁻¹
SMILES   NC(N)=O.NC(N)=O.NC(N)=O.NC(N)=O.NC(N)=O.CC(C)O.CC(C)O.CC(C)O.CC(C)O.CC(C)O.CO.CO
LUMO   -0.4 eV

Cartesian coordinates (Å):
O 3.212 -2.557 3.602
O -2.391 3.252 -2.253
O 1.930 1.757 -3.103
O 0.830 4.605 2.637
O -3.718 -3.208 1.326
O 0.454 3.773 -1.266
O -0.333 -1.149 4.519
O -1.871 -1.239 -3.572
O -0.225 0.902 -0.403
O 2.601 -3.961 -2.212
O -3.161 0.146 3.292
O -3.621 -1.879 -1.607
N -4.096 1.778 2.060
N -4.343 -0.287 1.313
N 0.210 -0.417 -3.861
N -2.715 2.386 -0.032
N 1.640 -0.306 3.375
N -0.153 0.923 3.383
N -3.819 4.260 -0.687
N 0.868 2.575 1.530
N -1.234 0.938 -3.008
N -0.968 3.816 1.430
C 2.669 -2.971 -1.452
C 2.704 -3.695 3.427
C 1.340 -3.716 2.619
C 3.380 -3.314 -0.208
C 3.951 2.390 -2.220
C 0.933 4.863 -3.169
C 1.821 5.718 -1.002
C -0.982 -0.245 -3.496
C 2.938 1.249 -2.563
C -2.375 -3.202 3.118
C 0.700 4.930 -1.651
C 0.255 3.670 1.851
C -0.905 -0.232 0.107
C 0.380 -0.228 3.753
C 1.385 -2.219 -1.075
C 3.609 0.114 -3.444
C -2.552 -2.878 1.700
C -4.289 -3.078 -1.961
C -3.858 0.549 2.206
C 3.759 -4.727 2.946
C -2.983 3.273 -0.987
C -1.636 -3.629 0.854
H -2.342 -2.254 3.722
H -3.706 2.436 2.775
H -4.357 -3.258 -3.094
H -3.013 -3.955 3.474
H -0.279 5.449 -1.445
H -1.578 3.035 0.911
H 2.358 -3.722 -3.113
H -3.805 4.589 0.218
H 1.119 -2.755 2.093
H -4.008 -4.004 -1.484
H 1.436 -4.565 1.834
H -3.944 -1.266 1.445
H 2.804 5.180 -1.112
H 4.114 0.533 -4.279
H 1.611 2.455 -2.513
H 0.484 -1.306 -4.435
H 4.889 1.951 -1.732
H 2.752 -4.038 0.275
H 1.876 2.601 1.886
H 4.134 -2.665 3.453
H -1.126 0.984 3.451
H 0.608 -2.047 -1.811
H 4.457 -0.268 -2.812
H -0.443 1.564 -3.131
H 0.077 3.711 -0.414
H -3.402 2.277 0.837
H 1.598 -1.184 -0.730
H -4.887 0.034 0.508
H -0.932 -1.071 -0.614
H 0.615 5.771 -3.649
H 4.178 -4.503 1.974
H -5.301 -3.202 -1.830
H 2.123 0.342 2.753
H 1.753 6.718 -1.410
H -1.311 -3.490 3.287
H -4.019 5.031 -1.430
H 3.480 2.961 -1.431
H -3.998 -2.721 0.491
H -2.184 1.593 -0.266
H 0.251 1.725 2.705
H -0.509 -0.710 1.065
H 0.991 -2.840 -0.286
H -1.417 4.706 1.528
H -2.009 -0.034 0.301
H 4.557 -4.908 3.591
H -5.024 1.976 1.658
H 0.542 -3.924 3.429
H -1.897 -4.684 0.868
H 0.304 4.114 -3.599
H -1.745 -3.298 -0.182
H 3.420 -2.463 0.449
H 2.471 -3.993 4.432
H 3.245 -2.224 -1.950
H 2.025 -1.318 3.473
H 1.517 5.718 0.005
H 2.808 -0.635 -3.684
H 3.251 -5.695 2.743
H 1.961 4.693 -3.364
H -2.280 -1.840 1.521
H 0.560 2.026 0.768
H 1.011 0.173 -3.639
H -0.669 -3.342 1.082
H -2.985 -1.530 -2.319
H 4.247 3.022 -3.033
H 2.636 0.796 -1.621
H 4.446 -3.625 -0.402
H -0.607 1.146 -1.239
H -2.256 1.243 -2.787